This record from the Open Molecules 2025 dataset describes the molecule C15H16ClNO2S. The level of theory is ωB97M-V/def2-TZVPD.

```
36
Properties=species:S:1:pos:R:3:forces:R:3
H -0.4719 -0.0901 0.6521 -0.1 0.0 0.3
C -1.4501 -1.1041 -1.6324 0.2 0.2 0.1
O -0.0243 -2.2833 1.7504 -0.1 0.2 0.3
Cl 3.4619 -1.2760 -1.4831 0.2 0.0 -0.3
H 4.0081 1.4598 -1.9044 0.0 0.0 -0.1
C -4.5699 0.8007 0.6075 -0.1 0.0 0.1
H -3.0410 0.9494 -2.3997 0.0 0.0 -0.1
H 3.7720 3.4236 -0.4235 0.0 0.1 0.0
H 3.1321 -2.2357 1.0162 0.0 -0.1 0.0
C 3.6473 1.3449 -0.8948 0.0 -0.1 0.0
H 2.3521 0.8793 2.6966 -0.1 0.0 0.1
C 2.8475 -0.1079 0.8718 0.5 0.3 -0.1
H -1.6484 -1.0535 -2.7043 0.0 -0.1 0.0
C -0.1155 -0.3959 -1.3487 0.0 -0.2 -0.6
H -5.3497 1.2871 1.1749 -0.1 0.0 0.0
H -0.1632 0.6549 -1.6501 0.0 -0.1 0.0
O 0.9876 -2.8352 -0.4232 0.1 0.1 -0.3
C 3.5126 2.4408 -0.0612 0.0 0.0 0.0
C 2.7163 1.0102 1.6886 0.1 -0.1 -0.1
H -1.3403 -2.1504 -1.3425 0.0 0.0 -0.1
H 2.3233 -1.4903 2.4267 0.0 0.0 0.1
H -4.0988 -0.6040 2.1527 0.0 0.0 0.1
C 2.4550 -1.4538 1.3503 -0.7 -0.2 -0.3
C -3.8692 -0.2603 1.1549 0.0 0.0 0.1
H 0.6825 -0.8929 -1.9000 -0.1 0.2 -0.2
H 2.9378 3.1259 1.8837 0.0 0.1 0.1
C -2.5660 -0.4600 -0.8612 0.0 -0.1 -0.1
C -2.8732 -0.8884 0.4260 0.0 0.0 0.0
H -2.3316 -1.7183 0.8581 0.0 -0.1 0.0
C 3.3143 0.0840 -0.4283 0.1 0.2 0.3
C -4.2695 1.2338 -0.6730 0.0 0.1 0.0
H -4.8150 2.0594 -1.1067 0.0 0.1 0.0
S 0.8124 -1.9011 0.6471 -0.1 0.3 0.4
C 3.0453 2.2730 1.2314 0.0 0.0 0.0
C -3.2717 0.6094 -1.3998 0.0 0.0 0.0
N 0.2613 -0.4350 0.0479 0.2 -0.9 0.5
```
Positions in Å, forces in eV/Å.

Output
Kohn-Sham gap in Ha: 0.361
Total energy in Eh: -1644.8054
Energy relative to the best compared isomer or geometry (same formula, charge and spin) in kcal per mole: 17.3
SMILES: O=S(=O)(Cc1ccccc1Cl)NCCc1ccccc1
HOMO energy in eV: -9.11

This record from the Open Molecules 2025 dataset describes a cluster of 6 separate species, C5H20BrN10O5 in total. The level of theory is ωB97M-V/def2-TZVPD.

```
41
Properties=species:S:1:pos:R:3:forces:R:3
O -24.2009 21.6939 14.9507 -0.1 0.0 -0.1
H -31.2563 27.5435 14.3365 -0.1 0.0 -0.1
H -27.0675 20.6664 15.7751 0.1 -0.1 0.0
O -28.1457 25.4832 18.7076 -0.3 0.0 -0.1
H -28.1216 24.2641 16.4749 0.2 -0.2 0.0
H -19.0182 25.2747 14.9530 0.2 0.2 0.0
C -25.4099 21.6949 15.0531 1.0 0.1 0.2
N -26.0718 20.6504 15.6555 -0.7 -0.2 0.1
Br -25.4039 26.2941 13.7041 -0.2 -0.1 0.3
H -29.3673 26.5288 15.0341 0.3 -0.1 0.1
H -25.5617 19.8503 15.9715 0.2 0.1 0.0
O -21.1394 24.1970 15.0256 -0.3 0.0 -0.3
N -23.9181 24.2400 11.4298 -0.2 0.3 0.0
H -22.9612 25.9952 14.4267 0.0 0.1 0.1
N -28.8279 27.0077 14.3393 -0.3 0.5 -0.5
H -23.4336 23.9959 9.1165 0.2 -0.2 -0.4
H -27.2038 22.5700 14.8051 -0.1 0.5 -0.3
N -23.1164 23.1512 9.5619 -0.5 0.4 0.1
N -21.9987 26.2811 14.5569 0.4 -0.2 0.0
C -23.1422 23.2290 10.9523 0.2 -0.2 0.5
N -26.2253 22.7042 14.6413 -0.3 -0.5 0.1
H -27.1469 25.4965 15.7045 0.2 -0.4 -0.1
N -27.2472 27.1516 17.4668 -0.1 0.6 0.8
H -26.8965 27.5917 16.6341 0.0 -0.5 -0.2
N -27.5651 25.0935 16.5331 -0.2 0.3 -0.2
H -27.2204 27.6870 18.3158 0.0 0.1 -0.1
H -31.3089 28.4127 12.8381 0.1 0.1 0.0
H -24.0238 24.4132 12.4201 0.2 -0.2 -0.1
H -22.3428 22.6634 9.1503 0.1 0.0 0.1
N -30.8016 27.8602 13.5015 -0.3 -0.3 0.0
O -28.8022 28.3798 12.5360 -0.4 -0.1 -0.2
H -27.8134 26.9609 14.2814 -0.1 -0.2 0.0
C -21.0125 25.3882 14.8346 0.2 0.0 0.4
N -19.7492 25.9606 14.9578 -0.2 -0.1 0.1
C -27.7053 25.8755 17.6359 0.5 0.0 -0.1
H -24.1990 25.0161 10.8576 -0.1 -0.1 0.0
O -22.5631 22.4327 11.6614 0.1 -0.1 -0.2
H -21.7356 27.2476 14.5533 -0.5 0.1 -0.2
C -29.4357 27.7809 13.3871 0.8 0.2 0.3
H -19.5618 26.9310 14.7950 0.1 -0.1 -0.2
H -25.8658 23.5349 14.1965 0.0 0.1 0.1
```
Positions in Å, forces in eV/Å.

Output
Kohn-Sham gap in Ha: 0.308
Total energy in Eh: -3700.6073
Energy relative to the best compared isomer or geometry (same formula, charge and spin) in kcal per mole: 44.0
Total charge: -1
HOMO energy in eV: -5.68

This record from the Open Molecules 2025 dataset describes the molecule C23H25N3O3. The level of theory is ωB97M-V/def2-TZVPD.

```
54
Properties=species:S:1:pos:R:3:forces:R:3
H -0.2793 -0.0211 -3.5295 -0.1 0.1 0.0
H -0.5744 1.5899 0.1431 0.0 0.1 -0.1
C -1.1058 2.0620 -0.6881 0.0 0.3 0.1
C 0.6012 -2.1332 1.8483 0.1 0.0 0.1
N -1.9092 1.0598 -1.3603 0.2 0.2 -0.2
C 2.9053 1.2865 3.5837 0.0 0.2 0.3
C -2.6596 -1.3412 1.3179 -0.1 -0.2 -0.1
H -2.3202 2.2089 -3.0162 0.0 -0.1 -0.1
C -3.2988 -4.8644 0.7035 0.0 -0.2 -0.1
H -2.7864 -1.3527 2.3888 0.0 0.0 0.1
C 2.4408 1.1307 -0.0169 0.2 0.1 0.6
C 1.0800 -1.0873 -0.2794 0.0 -0.1 0.1
H 2.2966 2.1165 3.9540 0.0 -0.1 0.0
C 1.7325 -0.0559 0.3922 0.0 0.0 0.4
H 4.7495 2.7086 1.6510 0.1 0.0 0.0
C 1.8327 -0.1110 1.8015 -0.3 -0.3 -0.5
H 0.0350 -2.9240 -0.0544 -0.1 -0.1 -0.1
C -0.5419 1.0334 -3.4101 -0.1 -0.2 -0.2
H -0.5334 3.4338 -2.2874 0.1 0.0 0.1
H -2.3865 -5.1705 0.1798 0.0 0.0 0.0
C -2.6746 -2.5165 -0.7619 -0.1 -0.3 0.3
C 1.2550 -1.1348 2.5393 0.0 0.0 0.2
C -2.1783 -0.1437 -0.7286 -0.2 -0.3 0.0
H 2.7267 0.4155 4.2096 0.0 0.0 0.0
H 0.1420 -2.9449 2.3913 -0.1 -0.1 0.1
H 3.2840 3.6247 2.0138 0.0 0.0 0.1
C -2.8268 -2.5335 0.6167 0.0 0.1 0.0
H -4.1293 -4.8264 -0.0098 0.0 0.0 0.0
H 3.9574 1.5638 3.6613 -0.1 0.0 0.0
C 2.5535 1.7055 -1.3363 0.3 0.0 0.0
H -2.7935 -3.4151 -1.3475 0.0 -0.1 0.0
H 1.3162 -1.1627 3.6170 0.0 0.0 0.1
H -3.5271 -5.5936 1.4797 0.0 0.0 -0.1
O -3.1292 -3.6388 1.3680 0.1 0.3 0.1
C 3.7460 2.9464 1.2960 0.0 0.1 0.0
H 1.0263 -1.1052 -1.3541 0.0 0.0 -0.2
N 2.5740 0.9724 2.2225 0.1 0.1 -0.3
N 0.4396 1.6227 -2.5160 -0.1 0.0 -0.1
C -1.9392 1.2053 -2.7926 0.1 0.0 -0.1
H -1.7393 2.8677 -0.2887 0.1 0.0 0.1
H -2.2109 -1.3889 -2.4879 0.0 0.0 -0.1
H -2.6387 0.4914 -3.2244 0.0 0.1 0.0
H 3.8338 3.4361 0.3305 0.0 0.0 0.1
C 0.5324 -2.1151 0.4570 0.0 -0.1 -0.1
C -2.3465 -1.3427 -1.4189 0.1 0.3 0.0
C 1.6638 1.0657 -2.4039 -0.1 0.4 -0.3
O 3.2635 2.6561 -1.6278 -0.2 -0.2 -0.2
H 0.7386 3.1248 -1.1020 -0.1 0.1 -0.1
C 2.9450 1.7085 1.1459 -0.1 0.1 -0.5
H -0.4951 1.5113 -4.3960 0.0 -0.1 0.0
O 2.0412 0.1488 -3.1084 0.3 -0.1 0.1
C -0.0740 2.6619 -1.6608 -0.2 0.1 0.3
C -2.3523 -0.1722 0.6609 0.0 -0.1 0.0
H -2.2624 0.7365 1.2349 0.0 0.1 0.1
```
Positions in Å, forces in eV/Å.

Output
Kohn-Sham gap in Ha: 0.286
Total energy in Eh: -1281.4422
Energy relative to the best compared isomer or geometry (same formula, charge and spin) in kcal per mole: 61.2
SMILES: COc1ccc(N2CCN(C(=O)C(=O)c3c(C)n(C)c4ccccc34)CC2)cc1
HOMO energy in eV: -7.27

This record from the Open Molecules 2025 dataset describes the molecule C6H9N3. The level of theory is ωB97M-V/def2-TZVPD.

```
18
Properties=species:S:1:pos:R:3:forces:R:3
C 1.9045 -0.1795 1.4204 -1.9 0.5 -0.6
N -0.1059 -1.1852 0.9805 -0.3 -2.3 0.0
C 0.6050 -1.9283 1.8377 -1.3 2.2 -1.5
C 1.8164 -1.2661 2.2515 -1.2 0.8 -2.9
C 0.6324 -0.1168 0.6073 3.1 0.9 2.9
C -0.7477 2.0175 -1.8593 -1.1 0.1 -1.0
H -1.2798 1.6816 -2.8909 1.8 0.6 2.2
H 2.5652 -1.6772 2.8109 1.7 -0.8 1.6
H 2.6369 0.5699 1.2360 0.7 0.2 0.4
H -1.0581 -1.2144 -1.2484 0.4 -0.5 -1.0
H -2.3557 0.0813 -1.5513 -0.2 -0.3 -1.0
N 0.3846 0.9281 -0.1707 1.9 -1.7 1.0
N -0.5552 0.8273 -0.9952 -1.9 1.3 -1.7
C -1.4847 -0.2611 -1.0297 -2.0 0.2 2.6
H 0.3717 2.4202 -1.9535 -3.0 -0.2 -0.1
H -1.6169 2.7142 -1.4059 2.5 -1.1 -0.7
H -1.8817 -0.5191 0.0220 0.7 0.9 -1.4
H 0.1690 -2.8923 1.9387 0.2 -0.7 1.1
```
Positions in Å, forces in eV/Å.

Output
Kohn-Sham gap in Ha: 0.287
Total energy in Eh: -398.1596
Energy relative to the best compared isomer or geometry (same formula, charge and spin) in kcal per mole: 72.7
SMILES: CN(C)/N=C1/C=CC=N1
HOMO energy in eV: -7.81